# 1
Computed, not measured: a structure of composition C36H32BrCsN3O6PS at a distorted geometry, with wB97M-V/def2-TZVPD.

The calculation puts the HOMO energy at -2.0 eV. The value obtained for the energy above the lowest of the compared OMol25 structures with the same formula, charge and spin is 12.45 kJ/mol. The HOMO-LUMO gap is 5.7 eV. Its lowest unoccupied orbital energy is 3.68 eV. The total charge is -2.

Element x y z (Å)
Cs  -0.56  -0.51  -2.31
O  -1.76  -4.39  -4.74
C  -1.58  -3.47  -3.92
O  -0.78  -2.51  -4.01
C  -2.34  -3.68  -2.56
C  -1.36  -4.05  -1.43
C  -2.11  -4.87  -0.36
C  -2.89  -3.76  0.39
C  -2.50  -2.52  -0.44
O  -1.12  -2.83  -0.71
C  -3.24  -2.62  -1.81
C  -3.73  -1.27  -2.47
O  -3.17  -0.20  -2.11
O  -4.71  -1.39  -3.22
H  -2.96  -4.55  -2.77
H  -0.42  -4.47  -1.77
H  -1.41  -5.39  0.30
H  -2.77  -5.62  -0.81
H  -2.52  -3.64  1.41
H  -3.97  -3.92  0.42
H  -2.58  -1.55  0.06
H  -4.19  -3.12  -1.63
N  -2.52  2.49  1.73
P  -1.13  1.57  1.21
C  -1.02  0.22  2.44
C  -2.03  -0.13  3.33
C  -1.87  -1.22  4.17
C  -0.70  -1.98  4.12
C  0.31  -1.64  3.23
C  0.15  -0.55  2.39
C  0.13  2.71  1.92
C  1.08  3.26  1.07
C  2.05  4.12  1.55
C  2.07  4.45  2.90
C  1.13  3.90  3.77
C  0.17  3.03  3.28
C  -3.73  2.15  1.11
C  -4.72  3.10  0.84
C  -5.86  2.67  0.18
C  -5.98  1.34  -0.19
C  -4.94  0.48  0.14
N  -3.85  0.87  0.81
H  -2.36  3.48  1.84
H  -2.94  0.45  3.35
H  -2.66  -1.50  4.86
H  -0.59  -2.84  4.78
H  1.22  -2.22  3.19
H  0.94  -0.29  1.69
H  1.09  2.97  0.02
H  2.81  4.50  0.88
H  2.84  5.11  3.28
H  1.16  4.14  4.82
H  -0.54  2.57  3.95
H  -4.58  4.14  1.11
H  -6.64  3.38  -0.06
H  -6.82  0.97  -0.75
H  -4.98  -0.56  -0.15
O  5.36  2.20  -5.99
C  4.18  1.94  -5.36
C  4.12  1.39  -4.09
C  2.87  1.16  -3.54
N  1.73  1.43  -4.17
C  1.82  1.95  -5.38
Br  0.19  2.34  -6.27
C  3.01  2.23  -6.04
H  6.08  1.93  -5.41
H  5.00  1.16  -3.51
H  2.81  0.74  -2.54
H  3.02  2.65  -7.03
S  3.51  0.94  -0.19
C  4.62  0.14  0.89
C  5.87  0.70  1.23
C  6.74  0.06  2.10
C  6.42  -1.17  2.67
C  5.19  -1.74  2.35
C  4.31  -1.11  1.48
H  6.13  1.65  0.80
H  7.69  0.53  2.33
H  7.10  -1.66  3.35
H  4.91  -2.70  2.77
H  3.37  -1.57  1.23

---

# 2
Computed, not measured: a structure of composition C36H32CrN8O7S, with wB97M-V/def2-TZVPD.

The calculation puts the HOMO energy (spin up / spin down) at -10.9 / -10.9 eV. The value obtained for the energy above the lowest of the compared OMol25 structures with the same formula, charge and spin is 0.00 kJ/mol. The HOMO-LUMO gap (spin up / spin down) is 8.5 / 8.1 eV. Its lowest unoccupied orbital energy (spin up / spin down) is -2.44 / -2.86 eV. The total charge is +1. Its multiplicity is 4.

Element x y z (Å)
Cr  -1.77  0.07  1.18
C  -4.66  -5.88  -0.47
O  -5.23  -5.43  0.76
C  -4.76  -4.30  1.30
C  -5.38  -3.92  2.51
C  -4.96  -2.79  3.13
C  -3.93  -1.96  2.60
C  -3.50  -0.81  3.33
C  -4.09  -0.48  4.67
O  -2.61  -0.02  2.93
C  -3.34  -2.35  1.37
O  -2.38  -1.67  0.78
C  -3.76  -3.52  0.74
H  -5.18  -6.80  -0.72
H  -3.59  -6.08  -0.36
H  -4.82  -5.14  -1.26
H  -6.16  -4.54  2.92
H  -5.43  -2.51  4.06
H  -3.97  -1.30  5.37
H  -5.16  -0.28  4.57
H  -3.61  0.42  5.06
H  -3.28  -3.79  -0.19
C  0.66  1.72  -3.52
N  -0.12  0.96  -2.56
C  -0.16  1.09  -1.24
N  -0.97  0.17  -0.73
C  -1.40  -0.52  -1.83
N  -0.89  -0.08  -2.95
C  1.97  1.05  -3.87
C  2.33  0.82  -5.19
C  3.55  0.25  -5.49
C  4.43  -0.12  -4.49
C  4.07  0.10  -3.16
C  2.85  0.69  -2.85
C  4.97  -0.30  -2.08
N  6.19  -0.72  -2.16
N  6.60  -0.96  -0.87
C  5.61  -0.68  -0.10
O  4.53  -0.24  -0.80
C  5.51  -0.78  1.35
C  6.62  -1.17  2.09
C  6.51  -1.30  3.46
C  5.31  -1.06  4.10
C  4.20  -0.66  3.36
C  2.90  -0.37  4.08
N  1.73  -0.70  3.27
C  0.83  0.11  2.73
N  -0.04  -0.61  2.03
C  0.41  -1.89  2.18
N  1.48  -1.98  2.92
C  4.30  -0.52  1.99
H  0.83  2.70  -3.08
H  0.04  1.84  -4.41
H  0.36  1.85  -0.68
H  -2.08  -1.35  -1.76
H  1.64  1.09  -5.98
H  3.82  0.07  -6.53
H  5.38  -0.58  -4.71
H  2.59  0.85  -1.82
H  7.55  -1.37  1.58
H  7.37  -1.61  4.04
H  5.23  -1.18  5.17
H  2.81  0.69  4.33
H  2.83  -0.95  5.00
H  0.79  1.18  2.87
H  -0.08  -2.74  1.73
H  3.44  -0.23  1.39
C  -1.25  5.29  -4.26
C  -1.60  4.60  -2.97
C  -0.89  4.86  -1.80
C  -1.21  4.23  -0.61
C  -2.27  3.33  -0.59
C  -3.01  3.06  -1.74
C  -2.66  3.70  -2.92
S  -2.66  2.51  0.91
O  -3.41  3.38  1.76
O  -1.33  2.05  1.46
O  -3.33  1.22  0.54
H  -0.33  5.86  -4.17
H  -2.05  5.98  -4.55
H  -1.13  4.57  -5.07
H  -0.07  5.57  -1.82
H  -0.65  4.44  0.29
H  -3.82  2.35  -1.70
H  -3.23  3.49  -3.82